# 1
32
Properties=species:S:1:pos:R:3:forces:R:3 method="wB97M-V/def2-TZVPD" charge=-2 total_energy_ha=-2918.69118 multiplicity=8 max_force_ev_per_a=2.8
Eu -0.080274 0.092828 0.014647 0.1 2.8 -0.4
Sc 0.870263 3.443695 -3.243221 -1.5 -0.5 0.3
Cl -1.077166 2.485838 -2.522873 -1.3 -0.6 0.7
F -2.755035 -2.885950 1.851643 -0.5 -0.7 0.2
F -1.711199 -1.996277 4.174764 0.0 -0.1 0.4
F 0.061017 -1.288148 3.115440 -0.8 0.1 0.8
F -1.121517 0.099355 4.299522 0.0 -0.1 0.4
F -0.927880 -2.239228 0.837247 -2.0 0.4 0.6
F -2.903254 -1.494802 0.169515 0.3 -0.6 0.9
O -1.559004 0.472625 1.598925 -0.3 0.7 0.3
C -1.191509 -0.959624 3.479821 0.1 0.2 -1.7
C -2.082141 -0.555231 2.212797 -0.9 -1.3 1.7
C -3.527406 -0.263308 2.732439 0.9 0.2 -0.5
C -2.202242 -1.831798 1.295580 1.6 1.0 -1.3
C -0.711320 -0.871783 -1.870470 -0.1 -1.3 -1.7
C 1.515247 5.053060 -2.159426 0.5 1.0 0.6
C 1.732232 2.576042 -4.881961 0.7 -0.4 -1.0
C 1.619188 -0.731765 0.811576 1.7 -0.6 -0.4
H -1.588123 -0.356486 -2.211118 -0.6 0.1 -0.6
H -0.895704 -1.919541 -1.665673 -0.2 -0.5 -0.3
H 2.423426 5.381913 -2.611191 0.9 0.7 -0.1
H 1.649218 4.698984 -1.158623 0.3 -0.1 0.9
H 1.007100 2.642086 -5.667685 -0.4 0.0 -0.8
H 2.122881 -1.587057 0.346708 0.5 -0.1 0.2
H 0.122351 -0.768777 -2.569178 0.0 0.0 -0.3
H 2.016852 -0.341713 1.723847 0.7 -0.1 1.0
H 0.732224 5.781179 -2.216416 -0.5 0.8 0.0
H -3.952171 -1.100677 3.243446 -0.4 -0.5 0.4
H -4.121915 0.006328 1.867947 -0.2 0.0 -0.1
H 1.924582 1.559748 -4.610358 0.3 -0.9 0.0
H 2.620868 3.129169 -5.088605 0.9 0.2 -0.6
H -3.455800 0.593750 3.390751 0.0 0.1 0.1

# 2
31
Properties=species:S:1:pos:R:3:forces:R:3 method="wB97M-V/def2-TZVPD" charge=0 total_energy_ha=-2045.23199 multiplicity=1 max_force_ev_per_a=7.7 smiles="C[C@H](I)[C@H](I)[C@@H]1CN(C(=O)[O-])[C@@H]([PH2]=O)[C@@H](Cl)[NH2+]1"
I 1.013628 2.864564 -2.854951 -0.1 -0.6 0.6
I -2.151695 0.215340 -3.552231 0.3 0.6 0.6
Cl 3.515984 -0.107282 1.406661 -1.2 0.6 -1.4
P 1.130709 -1.044568 3.135169 1.2 -4.9 1.1
O -1.650263 -2.308958 1.696607 4.9 1.0 -2.8
O 1.937275 -2.365469 3.223362 -1.4 3.4 -0.5
O -0.063078 -3.872505 1.261531 0.3 4.1 -1.6
N 0.414829 -1.658039 0.440191 0.3 2.0 0.2
N 1.904029 0.081360 -0.854570 0.9 0.9 0.4
C -0.141305 1.577934 -1.466237 0.2 -0.5 0.3
C 0.731375 -0.501052 1.364895 -0.7 0.7 -1.2
C -2.733969 1.622911 -0.741973 1.2 -1.1 0.5
C -0.439195 -2.661414 1.130668 -4.8 -4.6 3.8
C 1.887924 0.340383 0.636657 -0.7 0.0 2.5
C -0.338157 -1.005617 -0.691220 -0.9 -1.5 -0.2
C 0.507508 0.118199 -1.461033 -0.9 -0.7 -0.8
C -1.659945 1.643920 -1.973374 -0.6 1.9 1.1
H 0.000003 2.062169 -0.433086 -0.6 -0.6 -1.6
H -1.332700 -0.653829 -0.255850 1.2 -0.1 -0.8
H -0.146121 -1.296561 3.772852 0.6 0.9 -0.7
H -0.563137 -1.858345 -1.435916 0.3 1.5 1.1
H -0.220300 0.161803 1.419075 1.3 -0.7 0.2
H 2.520879 0.824736 -1.248679 -0.6 -0.4 -0.1
H -3.234429 2.632573 -0.580147 0.6 -1.4 -0.5
H 1.777265 -0.038407 3.925134 -0.5 0.3 -0.8
H -3.479290 0.756392 -0.837842 1.0 1.5 0.1
H -2.102572 1.372196 0.193478 -1.3 0.5 -1.2
H 0.644948 -0.222242 -2.549376 -0.2 0.6 1.6
H 2.390467 -0.815938 -1.077489 -0.8 0.4 0.6
H -1.792940 2.685618 -2.449154 0.3 -1.9 0.5
H 1.672271 1.450129 0.856849 0.8 -1.7 -0.7

# 3
31
Properties=species:S:1:pos:R:3:forces:R:3 method="wB97M-V/def2-TZVPD" charge=+3 total_energy_ha=-1972.18600 multiplicity=1 max_force_ev_per_a=1.7
Mo -0.271379 0.782822 0.626634 1.2 -0.7 -0.7
Cl -4.003788 1.840507 1.562685 0.0 0.0 0.0
S -1.504889 0.829166 -1.290296 -0.2 0.0 0.0
S -1.104461 -1.305032 0.999886 -0.2 -0.1 0.1
O -1.005529 1.784539 1.719181 0.1 0.0 -0.1
O -1.203694 3.624652 3.599988 0.6 -0.2 -0.2
O 1.627312 0.661033 0.166454 -0.7 0.2 0.2
N 3.346167 2.144030 0.346105 0.0 0.0 0.0
N 3.736730 -0.087661 -0.106358 0.0 0.0 0.0
C 3.322472 -1.477265 -0.329227 0.0 0.0 0.0
C -1.217461 -1.793341 -0.622221 0.1 0.0 0.2
C 2.922965 0.908908 0.137776 0.1 0.0 0.0
C -1.227704 -3.256883 -0.886654 0.1 -0.1 0.1
C -1.612778 -1.230545 -3.070003 0.1 -0.1 0.0
C -3.479353 2.907073 2.830014 0.0 -0.3 -0.2
C -2.017828 3.101536 3.047257 -1.1 1.0 1.0
C -1.393997 -0.826915 -1.654358 0.0 0.2 -0.2
H 2.496603 -1.508526 -1.035607 0.0 0.0 0.0
H -1.512750 -3.499929 -1.905771 0.0 0.0 0.0
H 3.054020 -1.953853 0.612077 0.0 0.0 0.0
H -1.686062 -0.373473 -3.734870 0.0 0.0 0.0
H 4.164503 -2.006670 -0.764300 0.0 0.0 0.0
H -3.844794 3.926201 2.655583 0.0 0.0 0.0
H 4.327576 2.382662 0.311430 0.0 0.0 0.0
H -3.838689 2.556876 3.805324 0.0 0.0 0.0
H -0.820458 -1.896920 -3.418928 0.0 0.0 0.0
H -0.232961 -3.675598 -0.700148 0.0 0.0 -0.1
H -1.900970 -3.759568 -0.187101 0.0 0.0 0.0
H -2.549560 -1.798119 -3.129253 0.0 0.0 0.0
H 4.729930 0.105056 -0.107892 0.0 0.0 0.0
H 2.700823 2.895238 0.522593 0.0 0.0 0.0

# 4
25
Properties=species:S:1:pos:R:3:forces:R:3 method="wB97M-V/def2-TZVPD" charge=0 total_energy_ha=-903.33707 multiplicity=1 max_force_ev_per_a=0.8 smiles="C=C(Cl)C(C)C.CC(O)=C=N"
Cl 0.347230 2.316898 -0.005078 -0.2 0.4 -0.1
O -2.627180 -0.087310 1.694404 0.0 0.2 -0.2
N -3.218482 1.171813 -1.497366 -0.5 0.2 -0.4
C 0.935949 0.871660 0.750885 0.0 -0.4 0.3
C -2.562918 -0.412348 0.343769 0.2 -0.7 0.3
C 0.564276 0.597052 1.988430 -0.1 0.1 -0.1
C 3.199438 0.752082 -0.262888 -0.1 -0.2 0.1
C 1.224043 -0.246791 -1.465568 0.1 -0.1 0.2
C -2.831044 0.463591 -0.584410 0.1 0.2 0.1
C -2.101791 -1.804998 0.002230 0.0 0.4 0.1
C 1.852031 0.042715 -0.101814 0.1 0.2 -0.2
H 1.171055 0.662886 -2.057630 0.0 0.1 -0.1
H 2.014887 -0.902516 0.426579 -0.1 0.1 0.0
H -2.569231 1.815204 -1.941547 0.3 0.0 0.2
H -0.101466 1.234070 2.542133 -0.1 0.2 0.0
H -2.878645 -0.880891 2.176024 -0.1 0.0 0.0
H 1.820582 -0.976649 -2.006194 0.1 -0.1 -0.1
H -2.782736 -2.543783 0.429765 -0.1 -0.1 0.0
H 0.915301 -0.290205 2.483001 0.2 -0.3 0.0
H -2.072777 -1.944725 -1.074825 0.0 -0.1 -0.1
H -1.105630 -1.977492 0.412997 0.1 -0.1 0.0
H 3.068502 1.693720 -0.788098 0.0 0.1 -0.1
H 3.884326 0.128155 -0.829698 0.1 -0.1 -0.1
H 3.637697 0.955514 0.711737 0.1 0.0 0.0
H 0.216573 -0.637654 -1.346832 -0.1 -0.1 -0.1

# 5
50
Properties=species:S:1:pos:R:3:forces:R:3 method="wB97M-V/def2-TZVPD" charge=+1 total_energy_ha=-4304.85570 multiplicity=1 max_force_ev_per_a=9.3
In -2.298907 -1.627828 -1.193239 0.1 -0.1 0.2
S 3.956663 0.526710 -0.979837 2.0 0.4 1.3
S -1.909070 0.403220 4.203220 -0.7 -6.0 4.4
S -0.998568 1.961283 2.673994 5.3 6.0 -4.8
S -3.577208 3.307933 -3.902064 2.7 2.5 -3.8
S -5.519087 2.259124 -2.644838 -3.4 -1.8 0.4
F -0.588094 2.220664 1.136005 -0.4 -0.7 0.4
F -1.144238 2.096421 -3.923018 -0.2 -1.0 0.1
F -1.354803 3.700714 -5.356157 -0.8 -0.4 0.4
F -6.755225 3.605689 -0.659699 -0.7 -0.1 -0.7
F -2.354336 -1.144999 4.040452 0.7 1.0 -0.4
F -4.742393 4.218802 -0.899274 0.3 -0.7 0.0
F -1.081103 4.124774 -3.284863 -0.6 0.1 0.5
F -5.270516 2.293431 0.033605 1.0 -0.5 0.1
O -0.746739 0.292670 5.118523 -2.7 1.0 -3.1
O -6.312401 3.064654 -3.572646 2.2 -0.7 1.6
O -3.808954 4.682860 -3.492554 -0.3 -1.6 -0.1
O -4.162539 2.840885 -5.173489 0.9 0.5 1.8
O 0.417624 -4.429682 0.956928 0.5 0.3 -0.5
O -3.159682 0.933539 4.670862 1.6 0.9 -1.2
O 0.320510 2.117459 3.267522 -2.2 -0.4 0.2
O -6.040322 0.918134 -2.394473 1.6 1.6 -0.1
O 2.757756 -0.248084 -1.109705 -0.6 -0.6 -0.1
O -2.056301 -5.222472 2.159322 -0.6 -0.1 0.2
O -2.016489 2.947812 2.810482 -0.3 -0.1 1.2
O 3.929674 1.931485 -1.332437 -0.1 -0.5 0.3
N -3.765353 2.178420 -2.834538 -2.8 0.0 0.8
N -1.528929 0.547803 2.509660 -1.3 -1.8 3.1
C -5.547266 3.170658 -0.886142 -0.2 1.1 -0.1
C 4.716939 0.288981 0.744972 1.0 0.3 -1.1
C 0.315847 -4.936883 2.256720 -0.9 -1.7 1.2
C 6.313811 -0.869050 -0.782940 -0.3 1.3 0.0
C 6.283236 0.065805 0.480536 -1.8 -1.0 -0.1
C -1.662427 3.283553 -4.118720 0.5 1.1 -0.8
C 5.419681 -0.207300 -1.821782 -0.8 0.5 -0.2
C -0.857906 -5.921514 2.352968 0.9 0.0 -0.2
H 4.332219 -0.637714 1.170793 -0.2 0.1 -0.2
H 0.225947 -4.159073 3.015025 -0.2 0.2 -0.1
H 5.045355 -0.862387 -2.608450 0.1 0.1 0.0
H 1.321153 -4.602700 0.682519 0.0 0.2 -0.3
H 4.393956 1.137144 1.348617 0.3 0.0 -0.1
H 7.321184 -0.869462 -1.199238 0.0 -0.5 0.1
H 5.850498 0.705053 -2.234240 0.2 -0.2 -0.2
H 6.912453 0.943585 0.333212 -0.5 0.2 -0.1
H 6.669841 -0.468191 1.348554 0.1 0.0 0.0
H -2.738735 -5.891603 2.249584 -0.4 0.2 0.0
H -0.811435 -6.511675 3.268198 -0.1 0.6 0.7
H 1.157225 -5.555474 2.569000 0.5 0.2 -0.3
H -0.768384 -6.731569 1.629154 0.3 0.2 -0.7
H 5.915838 -1.871606 -0.626088 0.4 0.0 0.4

# 6
25
Properties=species:S:1:pos:R:3:forces:R:3 method="wB97M-V/def2-TZVPD" charge=+1 total_energy_ha=-720.08120 multiplicity=1 max_force_ev_per_a=5.8
I 4.047356 -0.140741 0.079152 -0.3 0.1 0.0
N -0.193081 0.271439 0.297687 -0.8 -0.4 0.6
N 1.288620 -1.073199 -0.691174 0.4 -0.5 -1.2
C 0.657978 1.376378 0.077110 2.1 0.1 -0.5
C 1.027532 2.226067 1.315185 1.0 -1.3 -0.2
C -2.304399 -1.944025 -0.178717 0.4 -4.1 -1.7
C -0.775466 -2.102856 -0.008582 -0.8 0.7 -0.5
C 2.159767 0.037346 -0.766984 -2.7 5.0 -0.8
C -1.744705 -2.378665 1.118383 -0.8 -1.5 -0.2
C 0.035517 2.272187 -0.988046 -1.5 0.7 -2.2
C 0.083322 -0.937959 -0.151918 -0.4 0.6 1.1
H -2.801100 -1.067258 -0.372691 -0.5 2.5 0.2
H -1.066716 2.627995 -0.642027 2.5 -0.8 -0.6
H 1.391838 1.641454 2.214934 -0.9 0.5 -1.0
H 0.600893 3.200978 -1.342397 -0.5 -1.2 1.2
H -0.354065 -2.992063 -0.445524 0.1 -0.1 -0.1
H 1.938668 2.691168 0.937876 -0.1 0.7 0.3
H -1.064295 0.594968 0.711514 -0.1 -1.1 0.1
H -0.130940 1.723289 -1.993875 0.1 0.5 1.7
H 1.417279 -1.815730 -1.384471 0.0 0.0 0.7
H 0.246439 2.989763 1.543573 0.6 -0.7 -0.1
H -1.960323 -1.748310 1.949763 0.6 0.5 0.5
H -1.820426 -3.474311 1.338503 0.1 1.3 -0.1
H -2.759218 -2.713817 -0.887678 0.8 0.8 1.2
H 2.079536 0.735904 -1.729603 0.7 -2.3 1.8